Formula: C24H41FN5O12P2S
Source: OMol25
Level of theory: ωB97M-V/def2-TZVPD

Cartesian coordinates (Å):
C -1.77877 3.78127 2.53069
C -1.91354 2.92391 3.35689
C -2.00870 1.86807 4.35933
C -2.98891 0.75721 3.94832
C -2.26858 -0.17930 2.97200
C -3.17364 -0.89275 1.95927
C -3.95182 0.05116 1.02054
S -5.62732 -0.58906 1.04261
O -6.14419 -0.40558 2.35009
O -5.59430 -1.91159 0.51013
F -6.42450 0.32098 0.08308
C -3.18219 0.15208 -0.35243
C -2.34244 1.44054 -0.36778
C -3.07621 2.74796 -0.50300
C -4.36047 2.97975 -0.26877
P -4.02330 -0.40909 -1.95753
P -4.21712 1.28336 -3.32599
O -5.34939 2.17329 -3.05797
O -4.41836 0.48156 -4.70315
O -2.79213 2.01218 -3.43188
C -2.19183 -1.00417 -0.15842
C -1.26224 -1.40209 -1.24371
C 0.22128 -1.54044 -0.72586
C 1.13625 -0.48588 -1.39308
C 2.11897 0.05298 -0.33509
N 2.93868 1.16081 -0.79332
C 2.27341 2.34866 -1.06980
N 2.53262 2.99134 -2.13560
N 1.29874 2.86968 -0.15329
N -2.24346 -1.54513 1.00194
N -1.46021 -2.62657 1.36998
C -2.00495 -3.45176 2.12131
O -2.52158 -4.17169 2.84499
H -1.63513 4.44045 1.70878
H -2.21955 2.25445 5.35355
H -1.00993 1.42654 4.41868
H -3.22290 0.19234 4.85040
H -3.91795 1.15679 3.55028
H -1.59746 0.43578 2.36491
H -1.64581 -0.89750 3.50238
H -3.91423 -1.55332 2.40860
H -4.06020 1.03743 1.46980
H -1.72781 1.52028 0.53402
H -1.64583 1.38218 -1.21032
H -2.46611 3.57055 -0.86263
H -4.73661 3.96296 -0.02709
H -5.10343 2.19848 -0.35168
H -5.36870 -0.67814 -1.69450
H -4.21635 1.09553 -5.42755
H -2.96088 2.89099 -3.81451
H -1.24477 -0.60822 -1.98378
H -1.59742 -2.32647 -1.70844
H 0.55144 -2.55168 -0.93695
H 0.22979 -1.31473 0.33729
H 0.55997 0.32476 -1.83797
H 1.74453 -1.00373 -2.13385
H 2.71494 -0.78286 0.02847
H 1.52996 0.40223 0.51571
H 3.53874 0.91086 -1.56896
H 1.93880 3.81731 -2.11394
H 1.63398 2.80155 0.80569
H 0.45649 2.30244 -0.18458
C 5.18224 3.52274 -0.71544
O 6.52627 3.03072 -0.72558
C 7.22312 3.32076 0.37290
O 6.81360 3.93251 1.32552
O 8.44742 2.81536 0.23581
C 9.31244 3.05536 1.34969
H 4.72395 3.23094 -1.64956
H 4.62516 3.08693 0.11159
H 5.17921 4.60956 -0.64206
H 8.91120 2.59964 2.25279
H 9.45597 4.12316 1.50111
H 10.26366 2.59377 1.10276
C 3.48443 -5.49652 -3.17674
O 3.37714 -6.55271 -2.21960
C 2.35080 -6.44762 -1.38394
O 1.53351 -5.55828 -1.37351
O 2.37673 -7.49153 -0.56166
C 1.32386 -7.52344 0.40225
H 4.35861 -5.71907 -3.78020
H 2.60280 -5.46486 -3.81402
H 3.62394 -4.53927 -2.67728
H 0.35412 -7.57468 -0.08962
H 1.37240 -6.65071 1.05181
H 1.47711 -8.42133 0.99256

Force components x, y, z for each atom (eV/Å):
C 0.0 -0.3 -0.4
C 0.0 0.1 0.1
C 0.1 -0.1 -0.2
C 0.5 -0.5 0.6
C -0.6 0.6 -0.4
C 0.3 0.8 0.0
C -0.5 1.0 -0.3
S 0.1 -1.3 0.9
O 0.0 0.5 0.0
O 0.0 0.3 -0.6
F 0.1 0.2 -0.1
C 0.0 -1.0 1.7
C -0.1 0.3 -1.5
C -0.2 0.1 0.0
C 0.0 -0.3 0.0
P 0.9 -0.7 -0.7
P -1.5 0.3 -0.2
O 0.2 0.2 0.1
O 0.7 0.2 0.4
O -0.2 -0.3 -0.2
C 0.1 0.2 -1.3
C 1.3 -0.1 0.8
C -0.7 0.9 -0.6
C 0.5 -0.9 0.7
C -0.6 0.1 -0.1
N -0.2 -0.2 0.4
C -0.2 0.4 -0.9
N -0.4 -0.3 0.1
N 0.1 -0.6 0.5
N -1.0 -0.5 0.0
N 0.0 -0.3 0.0
C -0.6 0.6 0.0
O 0.4 -0.4 0.0
H 0.0 0.2 0.1
H -0.2 0.2 -0.1
H 0.0 -0.1 0.2
H -0.3 0.0 0.0
H 0.0 0.1 0.0
H 0.1 0.0 0.0
H -0.1 -0.1 0.1
H 0.6 -0.6 0.2
H 0.2 0.1 -0.1
H -0.1 -0.2 0.2
H 0.1 -0.1 0.0
H 0.4 0.2 0.8
H -0.1 0.2 -0.8
H 0.0 -0.1 0.7
H 0.0 0.6 0.1
H -0.2 -0.4 -0.2
H 0.3 0.1 0.3
H -0.5 -0.1 -0.3
H -0.2 0.0 0.0
H 0.2 -0.1 0.4
H 0.2 -0.4 0.2
H 0.1 0.1 -0.2
H -0.2 0.3 -0.5
H 0.3 0.2 0.0
H 0.1 0.0 0.1
H 0.1 0.1 0.0
H 0.3 0.2 -0.1
H 0.0 0.1 0.0
H -0.1 0.1 -0.1
C 0.1 0.2 0.0
O 0.0 0.0 0.0
C 0.0 0.0 0.0
O 0.0 0.0 0.0
O 0.0 0.0 0.0
C 0.2 0.0 0.1
H 0.2 -0.1 -0.1
H 0.1 0.1 0.1
H 0.0 0.0 0.1
H -0.1 0.1 0.0
H -0.1 0.0 0.0
H 0.0 0.0 -0.1
C 0.1 0.1 -0.2
O 0.0 0.0 0.0
C 0.1 -0.1 0.0
O 0.0 0.1 0.1
O 0.0 0.0 0.0
C -0.1 -0.1 0.1
H 0.0 -0.1 0.1
H 0.0 0.0 0.1
H -0.1 0.0 0.0
H 0.0 0.1 0.0
H 0.0 0.0 -0.1
H 0.1 0.0 -0.1

Computed properties:
E_HOMO = -11.6 eV
E_tot = -3296.2152 a.u.
Total charge = +1

Formula: C24H41FO9PS3
Source: OMol25
Level of theory: ωB97M-V/def2-TZVPD

Cartesian coordinates (Å):
C 8.57636 -1.31538 -0.96001
C 7.04832 -1.73905 -1.31234
C 6.71231 -3.24791 -1.07185
C 5.27893 -3.73021 -1.40186
C 4.25317 -2.68840 -1.94580
C 4.54644 -1.18869 -2.17610
C 3.37766 -0.25226 -2.73265
C 1.89178 -0.73677 -2.24839
C 1.07355 -1.39223 -3.46222
P 0.20173 -3.02417 -2.96519
O -1.10012 -3.25927 -3.76725
O -0.20691 -2.82931 -1.30174
O 1.18738 -4.40393 -3.18575
C 1.19036 0.63290 -1.73661
C 1.88997 0.95484 -0.30205
F -0.25831 0.47864 -1.56363
C 6.00393 -0.70238 -1.85095
H 9.30428 -2.07747 -1.42820
H 8.66534 -1.32585 0.19008
H 8.78692 -0.27549 -1.39556
H 7.46254 -4.01738 -0.69179
H 4.98001 -4.83179 -1.25748
H 3.20261 -3.08185 -2.15702
H 3.53005 0.86635 -2.50373
H 3.35529 -0.32361 -3.89186
H 1.74614 -1.65048 -4.36253
H 0.24554 -0.66949 -3.83452
H -1.17973 -2.59812 -1.31020
H 1.55756 -4.59974 -2.28389
H 1.38478 1.51036 -2.46779
H 2.94870 1.35628 -0.44140
H 1.98263 -0.07945 0.20878
H 1.26970 1.66772 0.33965
H 6.25993 0.40514 -2.02702
C -3.63198 0.02378 2.08435
C -4.19082 -1.37075 2.37224
C -4.67030 -1.95674 1.04269
S -3.66607 -1.19653 -0.22833
O -4.51797 -0.37339 -1.05713
O -2.77320 -2.18727 -0.78556
C -2.73799 -0.13320 0.86171
H -3.07820 0.42227 2.93730
H -4.45453 0.71269 1.86157
H -3.39840 -2.00131 2.78860
H -5.00205 -1.33836 3.10378
H -4.53896 -3.03893 1.00839
H -5.71336 -1.70253 0.84604
H -2.52037 0.81147 0.36364
H -1.80803 -0.64674 1.11694
C -3.72656 2.10594 -3.54791
C -3.84540 3.31450 -4.47905
C -3.03880 4.45471 -3.85558
S -1.74566 3.68141 -2.88817
O -1.97436 3.98154 -1.49231
O -0.47014 3.91339 -3.52823
C -2.24874 1.99853 -3.19589
H -4.09309 1.19260 -4.02040
H -4.31620 2.27844 -2.64158
H -3.42838 3.06123 -5.45937
H -4.88735 3.60656 -4.63196
H -2.58843 5.09271 -4.61693
H -3.65133 5.05605 -3.18130
H -2.06055 1.38715 -2.31516
H -1.66857 1.62618 -4.04300
C -1.87596 1.89231 7.18491
C -1.15547 0.71966 7.85363
C -0.83138 -0.30239 6.76214
S -0.66631 0.62580 5.24092
O -1.73424 0.23726 4.34653
O 0.71802 0.62803 4.83248
C -1.06467 2.21910 5.93800
H -1.95234 2.75435 7.85090
H -2.89030 1.59063 6.90377
H -0.22721 1.07615 8.31191
H -1.76056 0.27201 8.64539
H 0.10138 -0.82858 6.96714
H -1.64286 -1.02079 6.63309
H -1.61510 2.81604 5.21121
H -0.12602 2.71349 6.19750

Force components x, y, z for each atom (eV/Å):
C -1.4 -0.2 -0.3
C -1.6 -1.0 -0.4
C -3.4 2.3 -1.6
C 1.1 4.0 -0.6
C 2.4 0.2 0.8
C 2.5 -2.1 1.2
C -1.0 -0.8 -0.4
C -0.1 1.5 -1.0
C 0.7 0.5 0.4
P -3.6 0.7 -0.6
O 3.0 0.4 1.6
O 0.6 -0.8 -2.9
O -0.5 2.0 2.4
C 2.1 -1.1 0.4
C -0.7 -0.8 -0.3
F 1.7 0.2 -0.1
C -1.2 -3.8 0.4
H -1.1 1.2 0.8
H 0.1 0.2 -1.9
H -0.2 -1.5 0.8
H -0.9 1.5 -0.6
H 0.5 2.0 -0.3
H 1.7 1.0 0.3
H 0.2 -1.7 -0.1
H 0.5 0.1 1.6
H -0.9 0.3 1.2
H 0.9 -1.5 0.4
H 1.1 -0.4 -0.1
H -0.3 0.1 -1.1
H -0.9 -0.9 1.0
H -1.5 -0.4 0.1
H -0.2 1.8 -0.7
H 0.8 -0.8 -0.9
H -0.2 -2.0 0.4
C -0.2 0.2 0.1
C 0.1 0.0 0.2
C -0.4 -0.4 0.4
S 0.6 0.3 0.1
O 0.1 -0.3 -0.1
O -0.8 0.1 -0.2
C 0.1 0.3 0.3
H -0.2 -0.1 -0.4
H 0.0 -0.1 -0.1
H 0.0 0.1 0.0
H 0.0 0.0 -0.1
H 0.0 0.1 -0.2
H 0.1 0.0 -0.1
H 0.0 -0.2 -0.2
H 0.0 0.0 -0.1
C -0.1 0.1 0.0
C -0.1 -0.1 -0.2
C -0.4 0.4 -0.4
S 0.4 -0.7 -0.1
O 0.2 0.2 -0.2
O -0.2 0.3 0.4
C -0.4 -0.4 0.0
H 0.1 0.1 0.1
H 0.1 -0.1 0.0
H 0.0 0.0 0.1
H 0.1 0.0 0.0
H 0.1 0.0 0.2
H 0.1 -0.1 0.0
H 0.2 0.2 -0.1
H 0.1 0.0 0.1
C -0.1 0.0 0.1
C 0.0 0.1 0.2
C -0.1 -0.3 0.5
S 0.6 0.2 -0.2
O 0.5 0.0 0.3
O -0.5 -0.1 -0.1
C -0.2 0.4 0.2
H 0.0 -0.1 -0.1
H 0.1 0.1 0.0
H -0.1 0.0 -0.1
H 0.1 0.0 -0.1
H -0.1 0.0 -0.2
H 0.1 0.1 -0.1
H 0.1 -0.1 -0.1
H 0.0 -0.1 -0.1

Computed properties:
E_HOMO = -2.2 eV
E_tot = -3251.8744 a.u.
Total charge = -1

Formula: C24H41N3O5
Source: OMol25
Level of theory: ωB97M-V/def2-TZVPD

Cartesian coordinates (Å):
C 1.42340 -0.25337 3.12213
C 0.90085 -1.02968 1.91135
C -0.62778 -1.17933 1.87060
C -1.10780 -1.77351 0.54123
C -1.40913 0.06529 2.24837
C -1.32438 1.28381 1.68469
C -0.33128 1.62825 0.59693
C -0.31720 3.04553 0.01821
C 1.02654 3.37496 -0.63829
C 1.31728 4.86961 -0.62110
N 2.69598 5.20822 -0.98104
C 3.05031 5.42162 -2.31978
N 4.02109 6.14063 -2.71170
N 2.22351 4.76531 -3.24017
C -2.31289 2.31613 2.13262
O -2.72971 3.17953 1.39496
C -2.82506 2.22043 3.52756
C -2.90069 1.03167 4.10064
C -2.42813 -0.15429 3.33525
O -2.85459 -1.26087 3.59133
H 2.41806 -0.59697 3.40949
H 0.77179 -0.38695 3.98963
H 1.50471 0.81743 2.92592
H 1.30554 -2.04475 1.92901
H 1.26228 -0.58110 0.98368
H -0.88561 -1.92466 2.62398
H -0.44189 -2.58148 0.23931
H -2.10343 -2.20149 0.66639
H -1.16934 -1.03709 -0.26108
H 0.66103 1.43209 1.00747
H -0.45784 0.90999 -0.21670
H -0.53590 3.78350 0.79328
H -1.11801 3.14591 -0.71590
H 1.03057 3.01671 -1.67009
H 1.84362 2.86852 -0.11357
H 0.60881 5.40024 -1.26604
H 1.17315 5.23121 0.39977
H 3.01920 5.99941 -0.44340
H 4.47118 6.61389 -1.93183
H 2.30742 3.75816 -3.18613
H 2.45912 5.07383 -4.17763
H -3.19861 3.13207 3.97697
H -3.33786 0.85932 5.07562
C -1.65186 -5.48271 3.76480
C -0.39759 -5.19689 2.97593
O -0.40926 -4.45435 2.02126
C 0.86513 -5.87610 3.44511
H -2.48698 -4.92886 3.34321
H -1.86921 -6.55274 3.74886
H -1.51099 -5.19287 4.80756
H 0.74200 -6.96071 3.42485
H 1.07686 -5.58810 4.47656
H 1.70245 -5.59560 2.81043
C -0.12222 -9.44573 -0.98897
C 0.70674 -8.49328 -0.16054
O 1.79925 -8.79903 0.25579
C 0.10001 -7.14164 0.12761
H 0.41488 -10.38057 -1.12627
H -1.07666 -9.63753 -0.49504
H -0.34276 -9.00060 -1.96092
H -0.84034 -7.26031 0.67013
H -0.12460 -6.61697 -0.80266
H 0.79271 -6.54379 0.71432
C -0.83856 4.84027 -6.98881
C 0.15022 5.77408 -6.33464
O 1.27968 5.42786 -6.08118
C -0.34338 7.16185 -6.00803
H -0.37102 3.87657 -7.17329
H -1.71003 4.71064 -6.34445
H -1.18898 5.26643 -7.93059
H -1.19984 7.10299 -5.33384
H -0.67687 7.66426 -6.91794
H 0.45292 7.73570 -5.54117

Force components x, y, z for each atom (eV/Å):
C 0.1 -0.1 0.0
C 0.0 0.0 0.0
C 0.0 0.0 -0.1
C -0.2 0.0 0.0
C -0.1 -0.1 0.1
C -0.1 0.0 0.0
C 0.0 0.0 -0.1
C -0.1 0.1 -0.1
C 0.1 0.0 0.0
C -0.1 0.0 -0.1
N 0.0 0.3 -0.2
C -0.2 -0.4 0.2
N 0.1 0.3 -0.1
N 0.2 0.1 -0.2
C 0.1 -0.1 0.1
O -0.1 0.2 0.0
C 0.0 0.2 -0.1
C 0.1 -0.2 0.0
C 0.0 0.0 0.0
O 0.1 0.0 0.1
H 0.0 0.0 0.0
H 0.0 0.0 0.0
H -0.1 0.0 0.0
H -0.1 0.0 0.0
H 0.1 0.0 0.0
H 0.1 0.0 0.0
H 0.0 0.0 0.0
H 0.0 0.0 0.0
H 0.1 0.0 0.0
H 0.0 0.0 0.0
H 0.1 0.0 0.0
H 0.1 -0.1 0.0
H 0.0 0.1 0.1
H 0.0 -0.1 0.1
H 0.0 0.0 0.0
H 0.0 0.0 0.0
H 0.0 0.0 0.0
H 0.2 -0.2 0.2
H 0.0 0.0 0.0
H -0.1 0.0 0.1
H 0.0 -0.1 0.0
H -0.1 0.0 -0.1
H -0.1 -0.1 0.0
C 0.0 0.1 -0.1
C -0.1 0.0 0.1
O 0.1 0.0 0.0
C 0.0 0.1 -0.1
H 0.0 0.0 0.0
H 0.0 0.0 0.0
H 0.0 0.0 0.0
H 0.0 0.0 0.0
H 0.0 0.0 0.0
H 0.0 0.0 0.0
C 0.1 0.0 0.0
C 0.0 0.0 0.0
O 0.0 0.0 0.0
C 0.1 0.0 0.0
H 0.0 0.0 0.0
H 0.0 0.0 0.0
H 0.0 0.0 0.0
H 0.0 0.0 0.0
H -0.1 0.0 0.0
H -0.1 0.0 0.0
C 0.1 0.0 0.0
C 0.0 0.0 0.0
O 0.0 -0.1 0.0
C 0.1 0.0 0.0
H 0.0 0.0 0.0
H 0.0 0.0 0.0
H 0.0 0.0 0.0
H 0.0 0.0 0.0
H 0.0 0.0 0.0
H 0.0 0.0 0.0

Computed properties:
SMILES = [H]/N=C(/N)NCCCCC1=C([C@@H](C)CC)C(=O)C=CC1=O.CC(C)=O.CC(C)=O.CC(C)=O
ΔE to the lowest compared entry with this formula, charge and spin = 0.0 kJ/mol
E_HOMO = -8.7 eV
E_tot = -1479.5325 a.u.